1.
DFT (ωB97M-V/def2-TZVPD) results for a molecular structure, C34H30BrI2N8O2SiV.

```
79
Properties=species:S:1:pos:R:3:forces:R:3:mulliken_charge:R:1
V -0.343 -0.627 -0.414 -0.17 0.26 0.27 0.48
C -1.305 -2.375 2.378 -0.10 -0.10 -0.10 -1.19
C -0.397 -1.224 2.725 -0.07 -0.02 -0.15 0.78
C 0.031 -1.133 4.031 0.06 0.11 0.07 -1.11
C 0.852 -0.055 4.393 -0.11 -0.19 0.06 -0.71
C 1.171 0.885 3.468 0.11 0.14 -0.11 -1.00
C 0.689 0.787 2.118 -0.15 -0.05 0.10 0.00
N -0.061 -0.320 1.778 -0.20 -0.51 -0.16 1.24
N 0.887 1.666 1.178 0.19 0.37 -0.06 0.30
Si 1.541 3.222 1.278 -0.05 -0.13 -0.02 -0.20
C 1.099 4.132 -0.296 -0.03 -0.01 -0.01 -1.02
C 3.426 3.196 1.362 0.06 0.11 0.06 -1.07
C 0.916 4.248 2.727 0.04 0.04 0.03 -1.27
H -2.077 -2.443 3.147 -0.03 -0.05 -0.01 0.48
H -0.747 -3.313 2.372 0.02 -0.01 0.03 0.24
H -1.789 -2.294 1.407 0.17 0.06 0.20 -0.05
H -0.283 -1.880 4.743 0.01 -0.03 0.07 0.50
H 1.221 0.039 5.408 -0.01 -0.02 0.03 0.39
H 1.790 1.732 3.730 0.02 0.03 -0.02 0.31
H 1.613 3.709 -1.162 0.01 0.00 -0.02 0.24
H 1.375 5.183 -0.231 0.04 0.15 -0.02 0.51
H 0.028 4.068 -0.490 -0.06 0.01 -0.01 0.15
H 3.862 2.943 0.394 0.05 -0.03 -0.10 0.22
H 3.778 2.460 2.084 0.03 -0.07 0.10 0.34
H 3.824 4.171 1.653 0.05 0.05 0.00 0.42
H -0.113 3.984 2.968 -0.12 -0.02 0.00 0.33
H 0.943 5.309 2.478 0.00 0.10 0.00 0.41
H 1.511 4.107 3.629 0.05 -0.03 0.07 0.34
Br -6.176 0.389 4.082 0.00 0.00 -0.01 -0.24
C -5.004 0.018 2.630 0.02 0.03 0.02 -0.06
C -5.268 -1.060 1.805 0.03 0.00 -0.01 -0.80
C -4.398 -1.337 0.761 -0.14 -0.01 0.06 0.10
C -3.285 -0.537 0.542 0.27 0.07 -0.11 -0.95
C -3.043 0.552 1.372 -0.04 0.13 0.16 0.04
C -3.899 0.829 2.424 -0.03 -0.04 -0.03 -0.59
N -2.356 -0.824 -0.477 0.10 0.03 -0.18 1.80
C -2.839 -1.165 -1.680 -0.05 -0.03 0.12 -0.65
C -1.955 -1.401 -2.747 0.14 -0.04 -0.17 0.07
C -2.382 -1.717 -4.058 -0.13 0.02 0.18 -1.22
C -1.458 -1.922 -5.040 0.15 -0.02 -0.15 -0.31
C -0.088 -1.817 -4.743 -0.14 -0.01 0.02 -1.03
C 0.261 -1.488 -3.453 0.18 0.03 0.16 -0.39
N -0.620 -1.282 -2.476 -0.26 0.16 0.09 0.69
H -6.128 -1.689 1.983 -0.03 -0.01 0.02 0.41
H -4.568 -2.200 0.131 -0.01 -0.03 0.00 0.50
H -2.183 1.185 1.188 -0.02 -0.03 -0.03 0.22
H -3.710 1.673 3.071 -0.01 0.02 0.02 0.49
H -3.911 -1.192 -1.845 0.03 0.03 -0.05 0.46
H -3.443 -1.782 -4.260 -0.02 0.00 -0.01 0.50
H -1.782 -2.157 -6.046 0.01 -0.01 -0.02 0.40
H 0.675 -1.969 -5.490 0.01 -0.01 -0.04 0.44
H 1.304 -1.374 -3.170 -0.02 -0.01 -0.04 0.46
I 0.081 -5.763 0.023 -0.22 -0.12 0.03 -0.02
C 1.565 -4.339 -0.123 0.68 -0.14 0.04 -0.31
C 2.923 -4.742 -0.147 -0.37 -0.12 0.03 -0.23
C 3.945 -3.846 -0.244 -0.15 0.40 -0.02 -0.21
I 5.905 -4.537 -0.251 0.18 -0.09 0.00 0.02
C 3.660 -2.451 -0.342 0.38 -0.17 -0.01 1.41
C 4.616 -1.409 -0.443 0.02 -0.28 0.02 -1.02
C 4.207 -0.115 -0.530 -0.35 0.23 -0.02 -1.78
C 2.822 0.173 -0.540 0.27 -0.06 0.00 0.19
N 1.917 -0.768 -0.459 -0.23 -0.34 0.02 0.74
C 2.316 -2.070 -0.335 -0.18 0.38 -0.04 -0.29
C 1.230 -3.003 -0.187 -0.02 0.37 -0.10 -0.22
O 0.043 -2.513 -0.149 0.02 -0.68 0.09 -0.61
H 3.142 -5.799 -0.079 0.00 0.00 -0.01 0.34
H 5.669 -1.656 -0.441 0.01 -0.01 0.00 0.20
H 4.916 0.700 -0.585 0.00 -0.01 0.00 0.49
H 2.446 1.186 -0.559 0.00 0.03 -0.03 0.09
N 0.760 1.882 -2.965 0.06 0.13 -0.22 -0.24
C -0.416 1.813 -2.281 -0.05 -0.54 0.33 0.34
O -0.428 1.142 -1.204 0.19 0.49 -0.28 0.73
C -1.566 2.432 -2.785 -0.15 0.19 -0.27 0.54
C -1.458 3.205 -3.969 -0.07 -0.08 0.41 -0.69
N -1.275 3.839 -4.915 0.02 0.07 -0.25 -0.71
C -2.815 2.294 -2.126 0.39 0.06 -0.16 0.13
N -3.834 2.201 -1.597 -0.24 -0.06 0.10 -0.74
H 0.858 2.577 -3.689 -0.04 -0.04 0.02 0.23
H 1.585 1.656 -2.438 -0.03 -0.03 0.00 0.22
```
Positions in Å, forces in eV/Å.

HOMO-LUMO gap (alpha / beta) ... 5.636 / 6.383 eV
HOMO (alpha / beta) ... -3.843 / -4.637 eV
Spin multiplicity ... 4
Energy relative to the best compared isomer or geometry (same formula, charge and spin) ... 70.1 kJ/mol
Charge ... -1
<S²> ... 3.7766
Lowest unoccupied orbital energy (alpha / beta) ... 1.79 / 1.75 eV


2.
DFT (ωB97M-V/def2-TZVPD) results for a molecular structure, C34H30CaN6OPS.

```
74
Properties=species:S:1:pos:R:3:forces:R:3:mulliken_charge:R:1
Ca -0.895 0.449 0.232 -0.16 0.04 -0.12 1.86
C -0.658 -2.632 1.730 -0.08 0.03 0.02 -0.55
C -1.831 -1.997 2.409 0.03 -0.06 0.03 0.48
C -2.775 -2.761 3.090 -0.02 0.06 -0.01 -1.00
C -3.899 -2.140 3.595 0.02 -0.04 0.00 -0.64
C -4.049 -0.774 3.422 -0.04 0.05 0.02 -1.15
C -3.053 -0.072 2.766 0.05 -0.01 0.03 0.67
N -1.961 -0.674 2.274 -0.06 0.04 -0.14 0.27
C -3.151 1.401 2.555 0.02 -0.10 0.01 0.52
C -3.950 2.195 3.368 -0.01 0.11 -0.02 -1.11
C -3.994 3.558 3.130 0.06 -0.07 -0.05 -0.80
C -3.238 4.087 2.098 -0.06 0.01 0.10 -1.07
C -2.458 3.230 1.333 0.05 0.08 -0.09 0.41
N -2.420 1.915 1.561 0.00 -0.02 0.11 0.06
C -1.588 3.751 0.238 -0.02 -0.01 0.02 0.75
C -1.874 4.954 -0.389 -0.01 0.01 0.00 -1.03
C -1.012 5.410 -1.371 0.05 -0.02 -0.02 -0.67
C 0.106 4.660 -1.683 -0.06 0.03 0.02 -0.90
C 0.318 3.455 -1.023 0.01 0.06 -0.03 0.69
C 1.520 2.615 -1.326 -0.06 0.02 0.02 -0.68
N -0.526 3.005 -0.089 0.00 -0.04 0.04 0.21
H -0.498 -3.654 2.065 0.02 0.00 0.01 0.53
H 0.253 -2.055 1.898 0.00 0.00 -0.01 0.01
H -0.868 -2.663 0.657 0.04 -0.01 -0.02 0.09
H -2.632 -3.827 3.192 0.02 0.00 -0.01 0.44
H -4.663 -2.711 4.106 0.01 -0.01 0.00 0.44
H -4.941 -0.278 3.775 0.00 0.01 0.00 0.39
H -4.505 1.766 4.188 0.00 -0.02 0.00 0.42
H -4.597 4.204 3.754 0.00 0.00 0.00 0.45
H -3.231 5.152 1.920 0.01 0.00 -0.02 0.42
H -2.761 5.516 -0.140 -0.01 -0.02 0.02 0.41
H -1.214 6.340 -1.886 0.00 0.00 -0.01 0.45
H 0.805 4.991 -2.438 0.01 -0.01 0.00 0.44
H 2.051 2.990 -2.198 0.02 -0.03 -0.01 0.48
H 1.218 1.587 -1.530 0.04 -0.02 -0.02 -0.38
H 2.202 2.609 -0.474 0.00 -0.01 0.00 0.27
N 2.601 -0.626 -0.479 -0.06 -0.06 -0.11 0.18
P 1.195 -1.170 -1.314 0.19 -0.09 0.10 1.49
C 1.737 -1.017 -3.038 -0.18 0.16 0.01 0.33
C 1.085 -0.083 -3.844 0.04 -0.06 0.02 -0.19
C 1.484 0.091 -5.162 0.03 -0.01 -0.04 -0.79
C 2.530 -0.662 -5.674 -0.03 0.02 -0.02 -0.53
C 3.173 -1.602 -4.878 0.03 -0.05 0.06 -0.68
C 2.773 -1.787 -3.565 0.02 -0.01 -0.01 -0.66
C 1.249 -2.972 -1.062 -0.09 -0.03 -0.04 -0.13
C 0.291 -3.726 -1.744 0.01 0.06 -0.01 -0.47
C 0.221 -5.096 -1.561 0.01 0.00 0.02 -0.70
C 1.102 -5.724 -0.689 -0.01 -0.02 0.00 -0.53
C 2.047 -4.979 -0.002 0.01 -0.02 0.01 -0.68
C 2.119 -3.603 -0.184 0.01 0.03 0.01 -0.14
C 2.583 0.038 0.725 -0.04 0.03 0.04 -0.05
C 3.786 0.379 1.363 0.07 -0.01 -0.01 -1.06
C 3.738 1.049 2.561 -0.06 0.00 -0.01 -0.49
C 2.501 1.377 3.120 0.04 0.01 0.03 -1.00
C 1.375 1.008 2.428 -0.02 -0.01 -0.03 -0.53
N 1.397 0.354 1.253 0.02 0.02 0.04 1.23
H 3.514 -0.840 -0.854 0.02 0.01 0.03 0.28
H 0.255 0.489 -3.443 0.00 0.01 -0.01 0.35
H 0.972 0.808 -5.790 0.00 0.00 0.00 0.45
H 2.841 -0.528 -6.702 -0.01 0.01 0.00 0.39
H 3.977 -2.201 -5.284 0.00 0.01 -0.01 0.42
H 3.249 -2.546 -2.953 0.01 -0.01 -0.02 0.39
H -0.405 -3.231 -2.414 -0.01 -0.04 -0.01 0.38
H -0.522 -5.674 -2.095 0.00 0.00 0.00 0.44
H 1.049 -6.795 -0.544 0.00 0.00 0.00 0.41
H 2.732 -5.468 0.679 0.00 0.01 0.00 0.43
H 2.850 -3.024 0.368 0.02 -0.01 0.00 0.32
H 4.731 0.111 0.910 -0.01 -0.01 -0.01 0.50
H 4.657 1.319 3.065 0.00 0.00 0.00 0.44
H 2.424 1.899 4.062 -0.01 0.00 0.00 0.49
H 0.388 1.234 2.820 0.01 0.00 0.00 0.18
O -1.721 0.948 -2.024 0.00 0.03 0.01 -0.47
S -2.644 -0.252 -2.029 0.10 0.04 0.04 0.25
N -2.564 -1.101 -0.834 0.03 -0.07 0.04 -0.41
```
Positions in Å, forces in eV/Å.

HOMO-LUMO gap ... 8.310 eV
HOMO ... -11.020 eV
Energy relative to the best compared isomer or geometry (same formula, charge and spin) ... 1.8 kJ/mol
Charge ... +1
Lowest unoccupied orbital energy ... -2.71 eV


3.
DFT (ωB97M-V/def2-TZVPD) results for a molecular structure, C34H30CoGeN4O2SSe2Te2.

```
77
Properties=species:S:1:pos:R:3:forces:R:3:mulliken_charge:R:1
Co -0.281 0.502 0.179 1.01 -0.77 0.14 -0.45
N -3.541 -2.112 0.902 -0.03 -0.06 -0.02 -0.35
C -2.440 -1.405 0.532 -0.02 0.07 0.07 0.05
S -2.074 0.046 1.395 -0.12 0.04 -0.01 -0.45
N -1.745 -1.898 -0.470 -0.04 -0.04 0.03 -1.45
N -0.677 -1.117 -0.759 0.00 0.02 -0.17 1.70
C 0.043 -1.371 -1.788 0.01 -0.01 -0.21 0.45
C -0.223 -2.490 -2.738 0.11 0.04 0.16 -1.50
C -0.976 -2.270 -3.889 0.09 -0.10 0.06 -0.17
C -1.202 -3.322 -4.770 0.00 0.04 0.04 -0.76
C -0.681 -4.583 -4.510 -0.03 0.01 -0.03 -0.40
C 0.073 -4.798 -3.364 0.03 0.01 0.06 -0.64
C 0.303 -3.753 -2.479 -0.03 0.01 0.02 -0.14
C 1.164 -0.443 -1.973 -0.11 -0.14 0.01 1.64
C 2.073 -0.550 -3.008 0.13 -0.01 -0.11 -0.76
C 3.114 0.365 -3.077 -0.03 -0.12 -0.10 -0.74
C 3.210 1.351 -2.115 0.03 0.05 0.08 -0.73
C 2.256 1.402 -1.110 -0.03 0.00 -0.02 -0.24
N 1.262 0.525 -1.045 -0.07 0.22 -0.13 0.47
H -4.230 -1.612 1.436 -0.05 0.02 0.05 0.26
H -3.893 -2.756 0.212 -0.01 -0.01 0.00 0.29
H -1.374 -1.282 -4.069 -0.05 0.08 -0.02 0.69
H -1.796 -3.154 -5.660 0.01 0.00 0.01 0.44
H -0.863 -5.399 -5.199 0.00 0.02 0.01 0.37
H 0.478 -5.781 -3.155 -0.01 0.03 0.00 0.38
H 0.881 -3.913 -1.575 -0.03 0.02 -0.04 0.48
H 1.953 -1.334 -3.744 0.01 0.02 0.02 0.48
H 3.839 0.305 -3.879 -0.01 0.00 0.00 0.43
H 4.006 2.083 -2.132 0.00 0.00 0.01 0.42
H 2.264 2.158 -0.338 0.00 0.02 0.02 0.36
Se 1.183 -1.058 1.530 -0.32 0.49 0.00 -0.13
Te 2.885 0.509 2.513 -0.01 -0.19 -0.05 -0.22
Te 0.995 2.133 3.510 0.01 0.03 0.03 -0.18
Se 0.080 2.639 1.239 -0.16 -0.06 -0.03 -0.23
O -1.502 0.770 -3.190 0.09 -0.13 -0.07 -0.67
C -1.781 1.521 -2.259 0.09 -0.04 0.23 0.44
O -1.219 1.574 -1.106 -0.45 0.37 -0.03 0.12
C -2.889 2.566 -2.402 -0.06 0.07 0.12 -1.11
C -3.857 2.527 -1.205 0.07 -0.05 -0.08 -0.52
Ge -5.567 1.635 -1.494 0.01 0.04 0.03 1.78
C -6.543 1.665 0.203 -0.01 -0.02 0.09 -0.02
C -7.937 1.665 0.254 -0.01 0.02 0.01 -0.23
C -8.610 1.640 1.470 0.02 0.00 0.00 -0.66
C -7.892 1.615 2.659 0.02 0.00 -0.03 -0.40
C -6.503 1.613 2.627 -0.02 -0.01 -0.03 -0.78
C -5.835 1.638 1.408 -0.03 -0.03 0.00 -0.35
C -6.618 2.657 -2.797 -0.04 0.03 -0.04 -0.23
C -6.670 2.278 -4.139 0.01 0.03 0.01 -0.18
C -7.367 3.036 -5.072 0.00 0.01 0.03 -0.66
C -8.027 4.191 -4.674 0.02 -0.02 0.02 -0.39
C -7.985 4.585 -3.343 0.01 -0.03 -0.01 -0.67
C -7.286 3.822 -2.416 0.00 0.00 -0.02 -0.34
C -5.531 -0.205 -2.142 0.01 -0.06 -0.06 -1.00
C -6.729 -0.804 -2.545 0.03 -0.02 0.02 0.08
C -6.761 -2.126 -2.963 0.04 0.00 0.01 -0.73
C -5.587 -2.874 -2.984 -0.04 0.02 0.00 -0.72
C -4.391 -2.295 -2.587 0.03 0.05 0.02 -0.48
C -4.366 -0.965 -2.173 -0.04 -0.01 -0.04 0.67
H -3.386 2.439 -3.365 0.02 -0.04 -0.03 0.35
H -2.380 3.534 -2.420 -0.02 0.01 -0.02 0.36
H -4.149 3.532 -0.892 0.03 0.06 -0.03 0.54
H -3.329 2.086 -0.358 -0.07 0.02 0.03 0.31
H -8.511 1.694 -0.668 0.02 0.00 0.04 0.28
H -9.694 1.642 1.489 0.02 0.00 0.00 0.39
H -8.414 1.596 3.609 0.01 0.00 -0.02 0.37
H -5.936 1.590 3.550 -0.01 0.00 -0.02 0.45
H -4.749 1.623 1.402 -0.03 0.01 0.00 0.32
H -6.160 1.375 -4.462 -0.02 0.02 0.01 0.36
H -7.394 2.726 -6.109 0.00 0.01 0.01 0.38
H -8.572 4.784 -5.399 0.01 -0.01 0.01 0.37
H -8.497 5.485 -3.026 0.00 -0.01 0.00 0.38
H -7.265 4.139 -1.377 0.00 -0.01 -0.03 0.39
H -7.651 -0.230 -2.534 0.02 -0.01 0.00 0.35
H -7.698 -2.574 -3.272 0.01 0.00 0.00 0.40
H -5.607 -3.907 -3.310 0.00 0.02 0.01 0.40
H -3.469 -2.864 -2.590 0.00 0.01 0.00 0.66
H -3.419 -0.532 -1.876 -0.01 -0.01 -0.02 -0.40
```
Positions in Å, forces in eV/Å.

HOMO-LUMO gap ... 6.443 eV
HOMO ... -4.240 eV
Charge ... -1
Lowest unoccupied orbital energy ... 2.20 eV


| no. | calculated total energy (Ha) |
| --- | --- |
| 1 | -6305.35419 |
| 2 | -3134.59058 |
| 3 | -10880.13490 |